# 1
9
Properties=species:S:1:pos:R:3 method="wB97M-V/def2-TZVPD" total_charge=0 energy_ev=-25995.8326 e_above_lowest_ev=2.091 smiles=ClP1CCO1 orbital_gap_ha=0.3259
Cl 2.974 -0.581 -0.536
P 1.509 -0.021 0.605
C -0.204 -0.781 0.141
C -0.787 0.672 -0.044
O 0.337 1.413 -0.434
H -0.846 -1.340 0.892
H -0.300 -1.381 -0.708
H -1.553 0.817 -0.785
H -1.131 1.202 0.869


# 2
101
Properties=species:S:1:pos:R:3 method="wB97M-V/def2-TZVPD" total_charge=-1 energy_ev=-146069.6702 orbital_gap_ha=0.2151
C 4.513 1.988 2.813
C 3.589 1.492 1.555
C 3.694 2.618 0.422
Br 5.583 2.886 -0.223
C 2.719 2.404 -0.840
C 1.290 3.092 -0.463
N 0.135 2.473 -1.174
C -1.094 3.069 -0.493
C -1.897 1.861 0.216
O -1.941 1.944 1.663
Si -2.277 0.424 2.421
C -3.593 0.641 3.810
C -2.928 -0.947 1.259
C -0.601 -0.221 3.152
C 0.131 2.766 -2.618
I 1.229 4.436 -3.549
C -0.609 1.945 -3.538
C -1.503 0.690 -3.059
I -0.623 2.311 -5.709
O 2.469 1.032 -1.196
C 3.606 0.398 -1.819
O 3.199 -0.993 -2.056
C 3.635 -1.847 -0.978
C 2.618 -3.120 -0.976
C 1.501 -3.008 0.213
C 3.367 -4.539 -1.016
C 4.617 -4.686 -0.020
C 4.381 -4.108 1.458
C 4.857 -6.294 0.165
C 3.938 0.985 -3.307
O 4.932 1.783 -3.384
O 3.151 0.667 -4.406
H 5.034 2.984 2.617
H 5.339 1.223 3.067
H 3.893 2.098 3.781
H 2.543 1.348 1.989
H 4.034 0.488 1.237
H 3.406 3.622 0.922
H 3.147 3.046 -1.696
H 1.351 4.239 -0.561
H 1.116 2.895 0.667
H -1.764 3.444 -1.356
H -0.835 3.877 0.268
H -1.442 0.888 -0.193
H -2.992 1.917 -0.159
H -4.623 0.628 3.282
H -3.427 1.611 4.389
H -3.564 -0.300 4.465
H -3.019 -1.916 1.861
H -2.241 -1.148 0.353
H -3.989 -0.719 0.854
H -0.371 -1.242 2.695
H -0.692 -0.325 4.286
H 0.214 0.546 2.882
H -2.112 0.296 -3.960
H -2.278 1.003 -2.278
H -0.859 -0.199 -2.712
H 4.547 0.345 -1.174
H 4.737 -2.185 -1.114
H 3.613 -1.330 0.060
H 2.003 -3.053 -1.955
H 1.731 -2.124 0.923
H 1.502 -3.978 0.814
H 0.476 -2.830 -0.269
H 3.788 -4.686 -2.087
H 2.592 -5.379 -0.871
H 5.589 -4.270 -0.447
H 4.271 -2.955 1.454
H 3.432 -4.560 1.942
H 5.298 -4.347 2.098
H 3.833 -6.836 0.166
H 5.379 -6.534 1.153
H 5.450 -6.724 -0.732
O -2.844 -0.643 -5.956
C -2.285 -1.640 -6.353
O -1.350 -2.235 -5.593
C -0.778 -3.521 -5.869
C 0.403 -3.398 -6.811
C -2.549 -2.173 -7.734
H -1.535 -4.219 -6.233
H -0.431 -3.914 -4.910
H 0.102 -2.996 -7.781
H 0.871 -4.372 -6.971
H 1.148 -2.711 -6.401
H -1.910 -1.653 -8.448
H -3.595 -1.981 -7.983
H -2.407 -3.248 -7.822
O -5.379 2.843 4.138
C -5.954 3.359 5.070
O -5.640 4.612 5.448
C -6.395 5.384 6.393
C -5.948 5.094 7.812
C -6.953 2.582 5.881
H -7.469 5.237 6.254
H -6.195 6.433 6.161
H -6.120 4.050 8.081
H -6.484 5.727 8.522
H -4.875 5.275 7.918
H -6.428 2.015 6.651
H -7.473 1.889 5.216
H -7.723 3.201 6.337


# 3
65
Properties=species:S:1:pos:R:3 method="wB97M-V/def2-TZVPD" total_charge=0 multiplicity=3 energy_ev=-175824.1785 orbital_gap_ha="0.1826 / 0.2980" s2=2.063
Ni -0.244 0.196 0.214
Se -1.189 3.620 6.859
N -1.554 1.987 6.254
C -1.175 1.952 5.010
C -1.316 0.765 4.160
C -1.887 -0.409 4.575
C -1.973 -1.491 3.672
C -1.482 -1.344 2.405
N -0.944 -0.190 1.956
C -0.849 0.875 2.829
C -0.272 2.059 2.321
N 0.181 2.005 1.032
C 0.738 3.094 0.495
C 0.873 4.281 1.184
C 0.434 4.344 2.512
C -0.133 3.236 3.095
C -0.600 3.179 4.480
N -0.524 4.182 5.307
H -2.253 -0.490 5.590
H -2.424 -2.429 3.962
H -1.505 -2.166 1.701
H 1.094 2.984 -0.523
H 1.327 5.134 0.701
H 0.544 5.249 3.098
O 2.633 -0.491 0.387
B 1.317 -0.862 0.571
O 1.206 -2.164 1.045
C 2.505 -2.626 1.103
C 2.960 -3.862 1.491
C 4.342 -4.055 1.460
C 5.205 -3.042 1.056
C 4.726 -1.790 0.670
C 3.365 -1.616 0.709
H 2.280 -4.644 1.801
H 4.748 -5.012 1.758
H 6.271 -3.228 1.037
H 5.386 -0.994 0.349
Cl 2.875 1.861 -7.568
C 2.339 1.258 -6.029
C 2.626 -0.050 -5.672
C 2.197 -0.521 -4.442
C 1.495 0.305 -3.575
C 1.211 1.611 -3.952
C 1.630 2.095 -5.182
C 1.055 -0.244 -2.251
O 1.163 -1.444 -2.002
O 0.578 0.623 -1.424
H 3.176 -0.687 -6.352
H 2.405 -1.539 -4.138
H 0.648 2.247 -3.282
H 1.414 3.111 -5.484
F -6.580 -2.108 -1.758
C -5.722 -1.613 -2.662
F -5.536 -2.546 -3.601
F -6.320 -0.562 -3.243
C -4.430 -1.202 -2.005
C -4.459 -0.233 -1.015
C -3.269 0.123 -0.415
N -2.098 -0.417 -0.758
C -2.076 -1.348 -1.715
C -3.227 -1.773 -2.364
H -5.388 0.232 -0.713
H -3.244 0.866 0.374
H -1.104 -1.756 -1.967
H -3.171 -2.530 -3.132


# 4
17
Properties=species:S:1:pos:R:3 method="wB97M-V/def2-TZVPD" total_charge=0 energy_ev=-10452.5619 e_above_lowest_ev=0.682 smiles="CC(C)O.O=CO" orbital_gap_ha=0.4069
C -0.707 -0.614 -2.682
C -0.188 -1.109 -1.356
C -1.293 -1.347 -0.346
O 0.729 -0.118 -0.872
H 0.104 -0.528 -3.400
H -1.183 0.358 -2.560
H -1.436 -1.324 -3.085
H 0.379 -2.034 -1.522
H -1.912 -2.199 -0.631
H -1.990 -0.504 -0.331
H -0.895 -1.507 0.662
H 1.314 -0.534 -0.230
O 1.611 0.658 1.878
C 0.708 1.364 1.562
O -0.518 1.264 2.118
H 0.797 2.181 0.829
H -1.149 1.701 1.533